38
Properties=species:S:1:pos:R:3 method="wB97M-V/def2-TZVPD" gap_ev="6.5408 / 6.4782" relative_energy_kcal_mol=58.9 homo_energy_ev="-7.9 / -8.1"
Ir 0.22 0.01 -0.37
S -0.50 0.22 1.85
C 0.91 0.33 2.84
C 0.85 0.12 4.22
C 2.01 0.20 4.98
C 1.93 0.01 6.41
N 1.87 -0.13 7.54
C 3.24 0.47 4.36
C 3.28 0.70 2.99
C 2.11 0.64 2.24
S 2.14 0.98 0.53
C 4.45 0.51 5.13
N 5.43 0.53 5.74
H -0.10 -0.10 4.68
H 4.22 0.92 2.51
N -2.61 -2.92 -1.17
C -1.75 -3.87 -0.66
C -0.75 -3.19 -0.05
N -0.98 -1.84 -0.17
C -2.09 -1.72 -0.86
C -2.54 -0.39 -1.18
N -1.84 0.64 -0.74
C -2.45 1.76 -1.26
C -3.53 1.39 -2.00
N -3.57 0.01 -1.93
H -3.41 -3.11 -1.74
H -1.93 -4.93 -0.79
H 0.12 -3.57 0.47
H -2.10 2.75 -1.03
H -4.25 1.96 -2.55
H -4.20 -0.57 -2.46
Cl 2.13 -1.87 -1.43
C 1.93 -0.95 -2.97
Cl 3.16 -1.40 -4.11
Cl 2.04 0.80 -2.60
C 0.45 -1.23 -3.43
O 0.28 -1.90 -4.42
O -0.39 -0.71 -2.63


37
Properties=species:S:1:pos:R:3 method="wB97M-V/def2-TZVPD" gap_ev=2.4491 homo_energy_ev=-6.3
Br -1.16 3.07 0.51
C -1.60 1.37 0.07
S -2.82 0.50 0.89
C -4.29 1.54 0.90
C -4.42 2.54 1.87
C -5.46 3.46 1.78
C -6.38 3.39 0.74
C -6.26 2.38 -0.22
C -5.22 1.45 -0.14
O -3.11 -0.63 0.02
O -2.55 0.31 2.30
H -1.17 0.92 -0.81
H -3.69 2.60 2.69
H -5.53 4.25 2.53
H -7.18 4.12 0.66
H -6.95 2.31 -1.05
H -5.10 0.66 -0.89
O 1.14 -4.76 -1.36
C 2.13 -4.27 -1.03
Co 3.54 -3.34 -0.57
C 3.68 -3.44 1.17
O 3.81 -3.43 2.33
C 4.98 -4.19 -1.07
O 5.97 -4.65 -1.40
C 3.62 -1.70 -1.60
C 2.59 -1.08 -0.83
C 1.26 -1.00 -0.62
Co 4.44 -0.37 -0.61
C 4.61 0.16 1.09
O 4.62 0.43 2.21
C 4.21 1.12 -1.55
O 3.85 2.00 -2.20
C 6.16 -0.81 -0.93
O 7.22 -1.20 -1.13
H 3.75 -1.75 -2.68
H 0.81 -0.66 0.32
H 0.53 -1.31 -1.39


39
Properties=species:S:1:pos:R:3 method="wB97M-V/def2-TZVPD" gap_ev="6.5985 / 4.8468" relative_energy_kcal_mol=10.4 total_charge=+1 homo_energy_ev="-11.9 / -11.9" multiplicity=2
Ir -0.50 -1.59 -1.03
F 4.56 -1.73 -2.70
C 3.69 -1.70 -1.70
C 2.34 -1.71 -1.96
C 1.44 -1.67 -0.87
C 1.92 -1.66 0.46
C 3.29 -1.64 0.66
F 3.79 -1.60 1.90
C 4.19 -1.66 -0.40
C 0.87 -1.66 1.48
C 1.02 -1.67 2.86
C -0.10 -1.65 3.67
C -1.37 -1.65 3.11
C -1.48 -1.65 1.73
N -0.39 -1.65 0.96
H 2.00 -1.73 -2.99
H 5.25 -1.66 -0.21
H 2.01 -1.68 3.28
H 0.01 -1.64 4.75
H -2.26 -1.64 3.71
H -2.44 -1.65 1.23
O -1.60 1.17 -1.01
B -0.44 0.46 -1.03
O 0.69 1.24 -1.00
C 0.20 2.54 -0.98
C 0.90 3.72 -0.97
C 0.13 4.88 -0.96
C -1.26 4.84 -0.97
C -1.95 3.64 -0.98
C -1.18 2.50 -0.98
H 1.98 3.74 -0.96
H 0.63 5.84 -0.96
H -1.81 5.77 -0.97
H -3.03 3.59 -0.99
F -2.44 -1.95 -1.10
B -4.59 -1.78 -1.03
F -4.65 -2.23 0.23
F -4.80 -2.62 -2.03
F -4.60 -0.47 -1.24


39
Properties=species:S:1:pos:R:3 method="wB97M-V/def2-TZVPD" gap_ev="7.1129 / 6.7972" relative_energy_kcal_mol=39.6 homo_energy_ev="-9.3 / -9.3" multiplicity=2
Pd -0.26 0.30 -0.84
Br 1.77 0.81 -2.22
C 2.18 2.37 -1.22
C 3.25 3.14 -1.55
C 3.51 4.30 -0.78
C 2.71 4.62 0.27
C 1.59 3.82 0.62
C 0.75 4.14 1.71
C -0.31 3.35 2.02
C -0.60 2.19 1.28
C 0.20 1.86 0.22
C 1.32 2.66 -0.14
H 3.89 2.88 -2.38
H 4.36 4.92 -1.03
H 2.91 5.51 0.86
H 0.97 5.03 2.29
H -0.96 3.60 2.86
H -1.45 1.58 1.54
F -0.99 -1.27 -2.29
Sb -2.79 -0.97 -1.57
F -4.42 -0.54 -0.76
F -2.15 0.07 0.11
F -3.31 -2.77 -1.70
F -2.12 0.89 -2.06
F -3.49 -0.76 -3.30
Br 2.70 -2.70 1.63
C 1.42 -4.00 1.12
C 1.78 -5.32 1.38
C 0.90 -6.35 1.07
C -0.33 -6.07 0.51
C -0.69 -4.76 0.26
C 0.18 -3.71 0.55
C -0.32 -2.34 0.19
O 0.54 -1.40 0.11
O -1.54 -2.22 -0.01
H 2.74 -5.53 1.83
H 1.20 -7.37 1.28
H -1.02 -6.87 0.27
H -1.64 -4.52 -0.18


46
Properties=species:S:1:pos:R:3 method="wB97M-V/def2-TZVPD" gap_ev=4.2768 relative_energy_kcal_mol=95.9 total_charge=+1 homo_energy_ev=-11.8
O 4.64 3.20 0.91
C 4.48 1.88 1.19
O 5.50 1.22 2.06
C 3.15 1.06 0.59
F 2.57 1.95 -0.45
F 3.58 -0.19 -0.15
C 2.15 0.74 1.85
F 2.42 1.75 2.90
F 2.63 -0.58 2.42
C 0.58 0.52 1.46
F 0.57 -0.37 0.24
F -0.21 -0.20 2.50
C -0.23 1.88 1.03
O -1.04 1.79 -0.06
S -0.21 3.53 1.91
Br -0.23 3.32 4.14
H 6.33 1.21 1.48
H 1.04 4.14 1.58
C -2.54 -2.40 3.10
C -2.86 -3.66 3.39
C -4.28 -4.10 3.48
O -4.55 -5.27 3.73
C -5.33 -3.08 3.28
C -5.01 -1.82 3.00
C -3.59 -1.39 2.87
O -3.32 -0.23 2.60
O -5.98 -0.86 2.81
O -1.89 -4.62 3.61
H -1.51 -2.07 3.03
H -6.36 -3.41 3.37
H -5.50 -0.03 2.61
H -2.37 -5.45 3.80
C 0.52 -0.38 -5.33
C 0.58 0.00 -4.05
C 1.30 1.24 -3.65
O 1.33 1.58 -2.47
C 1.96 2.03 -4.71
C 1.90 1.64 -5.98
C 1.16 0.42 -6.39
O 1.11 0.10 -7.57
O 2.52 2.38 -6.98
O -0.01 -0.74 -3.06
H 0.00 -1.28 -5.64
H 2.50 2.92 -4.40
H 2.33 1.90 -7.81
H 0.17 -0.26 -2.22


38
Properties=species:S:1:pos:R:3 method="wB97M-V/def2-TZVPD" gap_ev=2.5024 relative_energy_kcal_mol=51.4 total_charge=-1 homo_energy_ev=-2.6
Cl -1.03 -3.05 4.03
C -0.25 -1.61 3.53
C 0.57 -1.62 2.41
Cl 0.89 -3.04 1.49
C 1.43 -0.49 2.12
O 2.59 -0.60 1.68
C 0.85 0.87 2.54
O 1.00 1.88 1.87
C 0.12 0.80 3.80
Cl -0.18 2.30 4.53
C -0.40 -0.39 4.27
Cl -1.29 -0.41 5.73
C 4.93 2.70 -1.02
C 3.45 2.71 -1.31
O 3.04 1.31 -1.43
C 1.73 1.09 -1.70
C 1.15 0.04 -0.84
N -0.05 -0.31 -1.10
C -1.00 -1.04 -0.60
C -2.27 -1.20 -1.29
C -3.30 -1.92 -0.63
C -4.55 -2.07 -1.22
C -4.76 -1.54 -2.50
Cl -6.30 -1.75 -3.23
C -3.75 -0.83 -3.18
C -2.51 -0.65 -2.57
O 1.06 1.71 -2.51
H 5.27 3.68 -0.67
H 5.18 1.94 -0.27
H 5.48 2.44 -1.92
H 2.90 3.16 -0.47
H 3.22 3.24 -2.25
H 1.82 -0.40 -0.11
H -0.92 -1.53 0.38
H -3.09 -2.33 0.36
H -5.35 -2.59 -0.69
H -3.95 -0.42 -4.17
H -1.72 -0.08 -3.06


43
Properties=species:S:1:pos:R:3 method="wB97M-V/def2-TZVPD" gap_ev=5.4440 relative_energy_kcal_mol=26.7 total_charge=-1 homo_energy_ev=-4.6
F -3.11 -0.75 4.41
C -2.23 -0.09 3.65
F -2.90 0.77 2.83
F -1.43 0.66 4.45
S -1.22 -1.34 2.67
C -0.46 -0.38 1.39
C 0.99 -0.62 1.28
C 1.54 -1.91 1.45
C 2.86 -2.19 1.10
C 3.70 -1.17 0.65
C 5.06 -1.53 0.12
F 5.51 -0.61 -0.79
F 6.01 -1.61 1.10
F 5.05 -2.74 -0.51
C 3.25 0.16 0.68
C 1.92 0.43 1.02
O -0.24 -1.74 3.65
O -2.18 -2.28 2.13
H -0.73 0.66 1.53
H 0.97 -2.72 1.90
H 3.22 -3.21 1.15
H 3.93 0.96 0.41
H 1.60 1.47 1.12
O 0.19 4.41 -4.10
N 0.32 3.17 -4.29
O 1.07 2.70 -5.17
C -0.40 2.28 -3.43
C -0.21 0.89 -3.54
C -0.67 0.06 -2.54
C -1.43 0.57 -1.45
C -1.90 -0.32 -0.39
C -3.15 -0.05 0.19
N -4.06 -1.06 0.37
O -5.11 -0.87 1.05
O -3.83 -2.13 -0.24
C -1.72 1.97 -1.43
C -1.21 2.80 -2.41
H 0.34 0.51 -4.40
H -0.56 -1.03 -2.63
H -1.51 -1.34 -0.39
H -3.46 0.96 0.47
H -2.40 2.37 -0.68
H -1.41 3.88 -2.40


34
Properties=species:S:1:pos:R:3 method="wB97M-V/def2-TZVPD" gap_ev=7.3501 smiles="O=C(/C=C/c1ccc(-c2ccccc2[N+](=O)[O-])o1)c1ccco1" homo_energy_ev=-8.2
O -1.89 0.70 -4.02
C -1.37 1.42 -3.18
C -0.88 0.86 -1.92
C -0.57 1.53 -0.80
C -0.15 0.89 0.41
C 0.20 1.43 1.63
C 0.55 0.37 2.47
C 0.39 -0.79 1.72
C 0.57 -2.21 1.97
C -0.01 -3.09 1.04
C 0.16 -4.45 1.12
C 0.95 -5.00 2.13
C 1.54 -4.16 3.05
C 1.34 -2.78 2.99
N 1.98 -2.04 4.04
O 1.34 -1.20 4.63
O 3.13 -2.34 4.31
O -0.03 -0.46 0.48
C -1.22 2.85 -3.46
C -1.71 3.54 -4.55
C -1.29 4.88 -4.40
C -0.57 4.91 -3.24
O -0.52 3.70 -2.67
H -0.84 -0.22 -1.92
H -0.64 2.60 -0.74
H 0.20 2.48 1.88
H 0.84 0.44 3.49
H -0.60 -2.67 0.24
H -0.31 -5.09 0.39
H 1.10 -6.07 2.19
H 2.16 -4.56 3.84
H -2.30 3.12 -5.33
H -1.49 5.70 -5.05
H -0.06 5.71 -2.74


The records above yield total energy values of -91833.2570 -189239.9256 -43872.7436 -188294.4924 -137478.4157 -90098.1253 -60207.1834 -29530.5507 eV, respectively.
The records above yield M values of 678.99 559.08 588.10 748.24 616.22 470.54 485.34 309.28 g mol⁻¹, respectively.